DFT (the ωB97M-V functional and the def2-TZVPD basis) results for an isolated molecule of C18H27N3O.

Values from the calculation:
HOMO energy   -0.3059 Eh
SMILES   CCCCNC(=O)N1CCN(C/C=C/c2ccccc2)CC1
Relative energy (zero: lowest compared OMol25 entry of this formula, charge and spin)   1.589 eV
E_LUMO   0.8 eV
Orbital gap   0.3344 Eh

Structure (ORCA input):
```
! RIJCOSX wB97M-V def2-TZVPD def2/J DEFGRID3
* xyz 0 1
C -6.409 4.734 -0.775
C -4.982 4.905 -0.269
C -4.067 3.791 -0.769
C -2.635 3.964 -0.258
N -1.746 2.915 -0.712
C -1.619 1.773 0.040
O -2.077 1.684 1.164
N -0.958 0.725 -0.564
C 0.040 0.867 -1.600
H -0.152 1.735 -2.229
C 1.438 0.983 -0.983
N 1.711 -0.205 -0.198
C 0.729 -0.327 0.867
C -0.671 -0.431 0.266
H -1.419 -0.473 1.058
H -0.742 -1.324 -0.361
H 0.951 -1.225 1.446
H 0.760 0.545 1.544
C 3.067 -0.246 0.315
C 3.494 -1.627 0.709
C 2.909 -2.740 0.274
C 3.283 -4.109 0.595
C 2.615 -5.155 -0.046
C 2.935 -6.473 0.214
C 3.931 -6.778 1.127
C 4.600 -5.753 1.776
C 4.281 -4.435 1.515
H 4.810 -3.651 2.035
H 5.375 -5.985 2.492
H 4.184 -7.808 1.333
H 2.407 -7.266 -0.295
H 1.836 -4.923 -0.759
H 2.067 -2.635 -0.398
H 4.354 -1.658 1.364
H 3.742 0.106 -0.476
H 3.198 0.437 1.176
H 2.182 1.058 -1.780
H 1.483 1.904 -0.371
H 0.003 -0.033 -2.222
H -1.676 2.827 -1.713
H -2.227 4.924 -0.590
H -2.627 3.930 0.833
H -4.065 3.783 -1.863
H -4.444 2.826 -0.425
H -4.591 5.870 -0.602
H -4.980 4.905 0.822
H -6.820 3.786 -0.436
H -7.044 5.535 -0.406
H -6.434 4.749 -1.863
*
```

DFT (the ωB97M-V functional and the def2-TZVPD basis) results for an isolated molecule of C18H27N3O3.

Values from the calculation:
HOMO energy   -0.3255 Eh
SMILES   CCOCCCNC(=O)CN1CCN(Cc2ccccc2C)C1=O
Relative energy (zero: lowest compared OMol25 entry of this formula, charge and spin)   0.981 eV
E_LUMO   0.7 eV
Orbital gap   0.3510 Eh

Structure (ORCA input):
```
! RIJCOSX wB97M-V def2-TZVPD def2/J DEFGRID3
* xyz 0 1
C -1.221 -2.942 -0.561
C -2.699 -3.238 -0.314
O -3.308 -2.409 0.656
C -3.314 -1.024 0.389
C -4.055 -0.632 -0.894
H -3.456 -0.904 -1.767
H -5.000 -1.177 -0.938
C -4.341 0.868 -0.938
N -3.124 1.645 -0.877
C -2.833 2.447 0.162
O -3.584 2.683 1.086
C -1.419 3.041 0.069
N -0.419 2.067 0.432
C -0.069 1.023 -0.374
O -0.408 0.879 -1.538
N 0.694 0.154 0.353
C 1.617 -0.769 -0.272
C 3.000 -0.172 -0.394
C 3.170 0.877 -1.290
C 4.394 1.502 -1.433
C 5.469 1.075 -0.672
C 5.306 0.032 0.221
C 4.079 -0.603 0.380
C 3.953 -1.731 1.363
H 3.179 -1.524 2.101
H 4.893 -1.880 1.887
H 3.697 -2.660 0.853
H 6.148 -0.298 0.812
H 6.432 1.551 -0.774
H 4.510 2.316 -2.133
H 2.324 1.202 -1.879
H 1.215 -0.972 -1.268
H 1.624 -1.696 0.304
C 0.950 0.671 1.682
H 1.981 1.043 1.761
C -0.071 1.808 1.811
H -0.955 1.500 2.384
H 0.351 2.704 2.274
H 0.800 -0.113 2.429
H -1.221 3.366 -0.956
H -1.338 3.889 0.750
H -2.378 1.404 -1.522
H -4.876 1.113 -1.862
H -4.951 1.171 -0.083
H -2.288 -0.631 0.359
H -3.824 -0.586 1.252
H -2.811 -4.245 0.098
H -3.250 -3.192 -1.263
H -0.682 -2.935 0.384
H -1.088 -1.979 -1.049
H -0.803 -3.713 -1.202
*
```

DFT (the ωB97M-V functional and the def2-TZVPD basis) results for an isolated molecule of C18H27N3O6S.

Values from the calculation:
HOMO energy   -0.2935 Eh
SMILES   CCOC(=O)N1CCN(C(=O)CN(c2ccc(OCC)cc2)S(C)(=O)=O)CC1
Relative energy (zero: lowest compared OMol25 entry of this formula, charge and spin)   1.065 eV
E_LUMO   0.5 eV
Orbital gap   0.3118 Eh

Structure (ORCA input):
```
! RIJCOSX wB97M-V def2-TZVPD def2/J DEFGRID3
* xyz 0 1
C -2.411 -0.791 -6.363
C -1.091 -0.221 -6.863
H -1.242 0.729 -7.380
H -0.601 -0.936 -7.531
O -0.208 0.086 -5.784
C 0.501 -0.951 -5.291
O 0.460 -2.081 -5.717
N 1.293 -0.553 -4.267
C 2.071 -1.524 -3.536
H 1.879 -2.499 -3.987
H 3.139 -1.300 -3.633
C 1.657 -1.531 -2.064
N 1.683 -0.180 -1.535
C 1.334 0.138 -0.272
O 1.351 1.286 0.138
C 0.922 -1.028 0.621
N 0.693 -0.619 1.981
C -0.520 -0.032 2.359
C -1.460 0.421 1.435
C -2.656 0.959 1.860
C -2.955 1.075 3.216
C -2.014 0.631 4.141
C -0.819 0.082 3.714
H -0.104 -0.277 4.436
H -2.195 0.700 5.202
O -4.159 1.646 3.508
C -4.613 1.679 4.845
C -5.108 0.320 5.333
H -5.495 0.412 6.344
H -5.902 -0.037 4.682
H -4.304 -0.411 5.326
H -5.443 2.392 4.829
H -3.835 2.073 5.511
H -3.384 1.310 1.145
H -1.261 0.370 0.377
S 2.092 -0.208 2.831
O 2.024 -0.793 4.138
O 3.192 -0.606 2.001
C 2.073 1.587 3.022
H 1.254 1.848 3.678
H 1.949 2.014 2.036
H 3.025 1.861 3.458
H 1.742 -1.749 0.651
H 0.026 -1.523 0.238
C 2.067 0.872 -2.454
H 3.133 0.792 -2.691
C 1.226 0.792 -3.723
H 0.183 1.041 -3.498
H 1.590 1.512 -4.464
H 1.896 1.822 -1.946
H 2.339 -2.176 -1.498
H 0.644 -1.943 -1.982
H -3.081 -0.949 -7.204
H -2.878 -0.103 -5.661
H -2.237 -1.743 -5.868
*
```

DFT (the ωB97M-V functional and the def2-TZVPD basis) results for a structure of composition C18H27N5NbO7Rb.

Values from the calculation:
HOMO energy (alpha / beta)   -0.5622 / -0.5622 Eh
Relative energy (zero: lowest compared OMol25 entry of this formula, charge and spin)   0.000 eV
E_LUMO (alpha / beta)   -8.1 / -8.1 eV
Orbital gap (alpha / beta)   0.2641 / 0.2641 Eh

Structure (ORCA input):
```
! RIJCOSX wB97M-V def2-TZVPD def2/J DEFGRID3
* xyz 2 1
N 0.183 1.122 -1.165
C 0.155 2.134 -1.849
O 0.220 3.085 -2.559
Rb 4.251 0.745 -1.380
Nb -0.055 -0.122 0.376
N 0.589 -1.701 -0.610
N -2.010 -0.148 0.345
C 0.668 -2.518 -1.820
C -3.170 0.292 -0.435
C 1.811 -3.536 -1.728
C -0.617 -3.338 -1.969
C 0.894 -1.631 -3.040
C -3.259 1.814 -0.324
C -4.468 -0.331 0.089
C -2.963 -0.102 -1.894
H 2.775 -3.055 -1.526
H 1.881 -4.060 -2.692
H 1.617 -4.289 -0.955
H -0.755 -4.003 -1.106
H -0.542 -3.957 -2.875
H -1.504 -2.702 -2.063
H 0.152 -0.829 -3.135
H 0.826 -2.261 -3.939
H 1.899 -1.179 -3.028
H -3.374 2.107 0.727
H -4.128 2.170 -0.894
H -2.352 2.288 -0.721
H -4.725 0.054 1.084
H -4.398 -1.425 0.120
H -5.282 -0.056 -0.595
H -3.831 0.247 -2.474
H -2.911 -1.194 -2.000
H -2.056 0.350 -2.319
C 0.724 -2.445 0.675
H 0.490 -1.788 1.567
H 0.044 -3.309 0.718
H 1.757 -2.801 0.806
C -2.206 -0.334 1.807
H -1.217 -0.440 2.317
H -2.739 0.519 2.259
H -2.777 -1.253 2.010
O 2.757 0.517 0.653
C 2.167 1.227 1.525
O 0.866 1.135 1.681
C 2.833 2.231 2.374
C 2.032 3.099 3.143
C 2.643 4.082 3.949
C 4.035 4.210 3.988
C 4.815 3.343 3.217
C 4.229 2.343 2.413
N 6.254 3.468 3.233
O 6.775 4.352 3.946
O 6.924 2.688 2.522
N 1.813 4.960 4.740
O 0.573 4.819 4.692
O 2.367 5.829 5.448
H 0.949 3.011 3.126
H 4.498 4.969 4.612
H 4.855 1.639 1.862
*
```

DFT (the ωB97M-V functional and the def2-TZVPD basis) results for a structure of composition C18H28AlNO6S.

Values from the calculation:
HOMO energy   0.0366 Eh
Relative energy (zero: lowest compared OMol25 entry of this formula, charge and spin)   5.758 eV
E_LUMO   4.5 eV
Orbital gap   0.1305 Eh

Structure (ORCA input):
```
! RIJCOSX wB97M-V def2-TZVPD def2/J DEFGRID3
* xyz -2 1
Al 0.169 0.516 -0.004
O -1.860 -2.371 1.796
C -1.088 -1.459 1.567
O -1.203 -0.674 0.379
C 0.067 -0.991 2.249
C 0.524 -1.521 3.439
C 1.548 -0.892 4.144
C 1.829 0.460 3.756
C 1.391 0.952 2.566
N 0.819 0.068 1.619
C 1.533 2.393 2.308
O 2.206 3.135 3.016
O 0.969 2.992 1.227
H 0.009 -2.390 3.839
H 1.869 -1.264 5.109
H 2.312 1.151 4.436
C 1.842 -1.379 -2.984
C 0.856 -0.212 -2.867
C -0.546 -0.669 -3.286
C 1.323 0.939 -3.767
O 0.855 0.237 -1.555
H 1.905 -1.746 -4.014
H 1.518 -2.189 -2.330
H 2.834 -1.052 -2.662
H -0.508 -1.282 -4.194
H -1.182 0.198 -3.484
H -1.011 -1.227 -2.469
H 1.314 0.649 -4.823
H 2.336 1.242 -3.491
H 0.659 1.795 -3.632
C 0.138 -4.690 -2.083
S -0.289 -3.619 -0.696
C 0.799 -4.334 0.545
O -2.257 -0.907 -0.585
H -0.058 -5.742 -1.858
H 1.183 -4.581 -2.386
H -0.492 -4.395 -2.922
H 0.440 -5.306 0.891
H 0.802 -3.641 1.388
H 1.820 -4.430 0.169
C -1.472 4.490 0.886
C -1.444 2.961 0.766
C -1.805 2.347 2.120
C -2.460 2.510 -0.284
C -0.058 2.477 0.305
H -2.441 4.836 1.263
H -1.302 4.952 -0.092
H -0.690 4.831 1.565
H -2.815 2.653 2.416
H -1.110 2.672 2.897
H -1.775 1.257 2.084
H -3.462 2.865 -0.016
H -2.511 1.420 -0.385
H -2.211 2.931 -1.265
H 0.182 3.033 -0.611
*
```

DFT (the ωB97M-V functional and the def2-TZVPD basis) results for a structure of composition C18H28As2Cl4NiO2Si.

Values from the calculation:
HOMO energy (alpha / beta)   -0.2993 / -0.3049 Eh
Relative energy (zero: lowest compared OMol25 entry of this formula, charge and spin)   0.145 eV
E_LUMO (alpha / beta)   0.2 / 0.2 eV
Orbital gap (alpha / beta)   0.3073 / 0.3114 Eh

Structure (ORCA input):
```
! RIJCOSX wB97M-V def2-TZVPD def2/J DEFGRID3
* xyz 0 1
Ni -0.015 0.072 0.095
C 3.566 -0.801 0.832
As 2.292 0.551 0.251
C 3.182 1.341 -1.271
C 2.433 1.847 1.683
C 3.517 2.698 1.852
C 3.527 3.609 2.897
C 2.457 3.665 3.779
C 1.379 2.806 3.621
C 1.364 1.895 2.574
As -0.111 0.658 2.283
C 0.208 -0.627 3.712
C -1.674 1.588 2.909
H 4.555 -0.365 0.966
H 3.615 -1.598 0.091
H 3.223 -1.220 1.777
H 4.033 1.946 -0.963
H 2.463 1.953 -1.811
H 3.524 0.535 -1.920
H 4.354 2.668 1.164
H 4.366 4.281 3.018
H 2.458 4.385 4.587
H 0.544 2.863 4.309
H 0.302 -0.105 4.664
H 1.121 -1.185 3.512
H -0.631 -1.320 3.755
H -1.572 1.834 3.966
H -2.522 0.927 2.748
H -1.788 2.483 2.302
Cl -2.084 4.478 -1.787
C -0.665 3.489 -2.133
Cl 0.797 4.501 -2.312
C -0.395 2.461 -1.021
O -0.403 2.815 0.156
O -0.115 1.312 -1.488
H -0.820 2.994 -3.084
Cl 0.615 -2.510 -0.640
C -0.570 -3.809 -0.899
Cl -2.002 -3.264 -1.766
H -0.868 -4.186 0.072
H -0.080 -4.572 -1.492
C -5.496 -0.001 2.039
Si -4.890 -0.406 0.309
C -5.584 0.836 -0.907
C -5.432 -2.138 -0.156
C -3.065 -0.309 0.286
C -1.855 -0.183 0.212
H -6.586 -0.056 2.095
H -5.198 1.008 2.331
H -5.088 -0.700 2.772
H -6.676 0.833 -0.899
H -5.249 0.609 -1.921
H -5.242 1.843 -0.666
H -6.519 -2.237 -0.112
H -4.994 -2.877 0.517
H -5.111 -2.382 -1.170
*
```

no.,F_max (Eh/bohr)
1,0.01054
2,0.01158
3,0.02135
4,0.07680
5,0.00816
6,0.00741